No. 1
Here is a gas-phase ion, C9H9N4 (charge +1) from OMol25. Energies are from ωB97M-V/def2-TZVPD.

Each line ends with the Mulliken charge.
Atoms and positions in Å:
C: -2.231 -0.272 0.490  -0.36
C: -1.330 -0.299 1.467  -0.58
N: 0.110 -0.148 1.347  0.09
C: 0.784 -1.570 1.744  -0.11
N: 1.142 -2.086 0.515  -0.50
N: 1.087 -1.343 -0.427  0.09
C: 0.531 -0.093 -0.089  1.15
C: 1.553 1.123 -0.262  -0.98
C: 1.687 1.734 -1.422  -0.20
N: 1.106 1.188 -2.538  -0.47
C: -0.014 0.609 -2.505  -0.55
C: -0.676 0.258 -1.333  0.22
C: -1.940 0.083 -0.908  -0.20
H: -3.272 -0.213 0.878  0.36
H: -1.596 -0.639 2.459  0.51
H: 0.395 0.575 2.021  0.41
H: 0.126 -2.257 2.337  0.34
H: 1.771 -1.468 2.237  0.33
H: 1.912 1.652 0.584  0.33
H: 2.212 2.744 -1.649  0.36
H: -0.493 0.213 -3.481  0.32
H: -2.863 0.207 -1.465  0.45

total charge	+1
SMILES string	C1=C[N@H+]2CN=N[C@]23C=CN=CC3=C1
HOMO energy	-0.477	Ha
multiplicity	1
LUMO	-4.85	eV
HOMO-LUMO gap	8.13	eV
E	-15426.992	eV



No. 2
Here is a molecular structure, C13H25BCdI2O from OMol25. Energies are from ωB97M-V/def2-TZVPD.

Each line ends with the Mulliken charge.
Atoms and positions in Å:
C: -1.399 3.650 -0.083  -0.38
O: -0.928 3.747 -1.472  -0.38
C: -1.195 2.477 -2.218  -0.34
C: -0.039 1.383 -1.759  0.36
C: 0.189 0.153 -2.803  -0.54
C: -0.852 -1.084 -2.747  -0.65
C: -1.864 -1.185 -1.481  -0.44
C: -1.354 -2.298 -0.341  -0.78
C: -1.866 -1.903 1.193  -0.61
C: -0.708 -2.180 2.326  -0.23
C: -0.463 -0.900 3.333  -0.74
B: 0.966 -0.084 3.006  0.10
C: 2.355 -0.836 2.544  -0.12
I: 2.984 -2.608 3.678  0.20
C: 3.164 -0.326 1.395  0.32
C: 2.826 1.001 0.487  -0.59
I: 5.004 -1.441 0.832  0.51
H: -2.566 3.777 -0.087  0.27
H: -1.141 2.648 0.465  0.02
H: -0.958 4.517 0.606  0.26
H: -2.289 2.161 -1.941  0.23
H: -1.105 2.765 -3.367  0.27
H: 0.967 2.017 -1.668  0.37
H: -0.249 0.963 -0.684  -0.53
H: 1.313 -0.249 -2.739  0.07
H: 0.115 0.624 -3.898  0.26
H: -1.484 -1.133 -3.759  0.34
H: -0.207 -2.090 -2.757  0.28
H: -2.877 -1.662 -1.901  0.32
H: -2.187 -0.180 -0.980  0.25
H: -0.208 -2.523 -0.405  0.36
H: -1.902 -3.329 -0.591  0.24
H: -2.773 -2.628 1.464  0.35
H: -2.322 -0.816 1.218  0.35
H: 0.257 -2.525 1.763  0.20
H: -1.039 -3.100 3.008  0.33
H: -1.383 -0.164 3.343  0.34
H: -0.360 -1.349 4.433  0.23
H: 0.894 1.101 3.145  0.01
H: 1.691 1.278 0.421  -0.01
H: 3.451 1.946 0.814  0.38
H: 3.175 0.760 -0.629  0.20
Cd: 6.365 -0.377 -1.164  0.93

total charge	+2
HOMO energy	-0.501	Ha
multiplicity	1
LUMO	-11.92	eV
HOMO-LUMO gap	1.73	eV
E	-37348.075	eV



No. 3
Here is a molecular structure, C34H30Cl2FN4O2S2Se2Y from OMol25. Energies are from ωB97M-V/def2-TZVPD.

Each line ends with the Mulliken charge.
Atoms and positions in Å:
Y: -0.467 -0.596 0.290  0.49
C: 0.472 2.073 3.753  -1.15
Se: 1.304 1.858 1.999  0.31
C: 0.868 3.639 1.302  -0.99
C: -0.553 3.732 0.795  -0.71
Se: -0.718 2.463 -0.704  0.07
C: -2.636 2.651 -0.935  -0.85
H: 0.929 2.922 4.259  0.38
H: 0.664 1.157 4.307  0.29
H: -0.601 2.202 3.635  0.38
H: 1.580 3.799 0.489  0.30
H: 1.075 4.356 2.098  0.49
H: -0.755 4.743 0.435  0.51
H: -1.289 3.459 1.553  0.37
H: -3.138 2.332 -0.025  0.14
H: -2.916 2.007 -1.763  0.26
H: -2.864 3.690 -1.166  0.40
S: -2.209 0.738 1.924  -0.27
C: -3.761 0.077 1.466  0.49
C: -4.863 0.681 2.135  -0.24
N: -5.732 1.215 2.674  -0.65
C: -3.994 -0.921 0.559  0.71
S: -2.829 -1.765 -0.421  -0.42
C: -5.343 -1.348 0.370  -0.25
N: -6.420 -1.722 0.198  -0.62
Cl: 0.519 -2.004 -7.351  -0.29
C: 0.264 -1.388 -5.738  0.36
C: -0.229 -0.090 -5.585  -0.79
C: -0.468 0.401 -4.330  0.64
Cl: -1.109 1.994 -4.212  -0.24
C: -0.246 -0.365 -3.130  -0.69
O: -0.545 0.065 -1.954  0.56
C: 0.293 -1.676 -3.357  1.34
C: 0.622 -2.529 -2.279  -0.71
O: 0.530 -2.296 -1.079  -0.43
C: 0.528 -2.165 -4.657  -1.22
H: -0.420 0.531 -6.448  0.44
H: 1.028 -3.512 -2.573  0.16
H: 0.917 -3.168 -4.784  0.36
C: 3.178 -0.501 0.350  -0.81
N: 1.949 -0.943 1.019  1.39
C: 2.006 -1.940 1.834  -0.16
C: 0.848 -2.512 2.414  -0.65
C: 0.750 -3.571 3.325  -0.88
C: -0.612 -3.782 3.532  -1.01
C: -1.276 -2.849 2.729  -0.33
N: -0.410 -2.079 2.058  0.62
C: 4.462 -0.679 1.129  -0.22
C: 5.533 -1.376 0.581  -0.28
C: 6.709 -1.556 1.298  -0.66
C: 6.828 -1.044 2.580  -0.37
C: 5.767 -0.341 3.136  -0.75
C: 4.598 -0.158 2.416  0.27
H: 3.059 0.551 0.084  0.28
H: 3.255 -1.035 -0.600  0.13
H: 2.960 -2.399 2.102  0.32
H: 1.578 -4.105 3.770  0.48
H: -1.067 -4.526 4.168  0.40
H: -2.343 -2.713 2.619  0.43
H: 5.445 -1.779 -0.421  0.38
H: 7.530 -2.108 0.855  0.36
H: 7.745 -1.184 3.140  0.36
H: 5.852 0.062 4.138  0.38
H: 3.771 0.392 2.845  0.26
F: 5.938 5.217 -4.802  -0.40
C: 5.115 4.237 -4.251  0.34
C: 5.405 2.901 -4.466  -0.36
C: 4.587 1.925 -3.930  -0.70
C: 3.426 2.240 -3.145  1.07
C: 2.599 1.279 -2.586  -1.09
C: 3.183 3.648 -2.970  -0.45
C: 4.006 4.614 -3.509  -0.55
H: 6.278 2.634 -5.053  0.37
H: 4.818 0.880 -4.111  0.28
H: 2.766 0.218 -2.738  0.08
H: 1.733 1.575 -2.005  -0.14
H: 2.304 3.940 -2.404  0.28
H: 3.805 5.670 -3.360  0.38

total charge	-2
HOMO energy	-0.008	Ha
multiplicity	1
LUMO	3.74	eV
HOMO-LUMO gap	3.94	eV
E	-226973.713	eV



No. 4
Here is C2H7BN2 in the gas phase from OMol25. Energies are from ωB97M-V/def2-TZVPD.

Each line ends with the Mulliken charge.
Atoms and positions in Å:
H: -1.505 -1.210 0.334  0.26
N: -2.097 -0.591 -0.125  -0.61
C: -1.586 0.488 -0.428  0.05
C: -0.277 0.845 0.076  -0.49
N: 0.701 -0.196 -0.237  -0.30
B: 1.766 -0.744 0.483  0.04
H: -2.108 1.255 -1.032  0.33
H: 0.077 1.848 -0.252  0.29
H: -0.230 0.917 1.101  0.34
H: 0.886 -0.332 -1.303  0.24
H: 2.447 -1.420 -0.217  -0.08
H: 1.928 -0.859 1.603  -0.08

total charge	0
SMILES string	[H]/N=C\CNB
HOMO energy	-0.365	Ha
multiplicity	1
LUMO	0.67	eV
HOMO-LUMO gap	10.60	eV
E	-5843.147	eV